Formula: C25H28BCaF2N10O4S
Source: the OMol25 dataset
Level of theory: ωB97M-V/def2-TZVPD

Element x y z (Å)
1 Ca -1.1675 0.9648 0.0908
2 C -2.8588 -1.6215 -2.7696
3 C -3.4431 -1.2779 -1.4532
4 N -2.7861 -0.7943 -0.4259
5 C -3.6933 -0.6013 0.5675
6 C -4.9455 -0.9936 0.1311
7 N -4.7541 -1.4136 -1.1625
8 C -6.2937 -1.0543 0.7360
9 O -6.3739 -0.7991 2.0183
10 O -7.2531 -1.3557 0.0521
11 C -3.2941 0.0167 1.8697
12 O -4.0593 -0.1666 2.8445
13 O -2.2370 0.6713 1.8852
14 H -1.7730 -1.6121 -2.6968
15 H -3.1564 -0.8705 -3.5020
16 H -3.2012 -2.5975 -3.1116
17 H -5.5024 -1.7312 -1.7599
18 H -5.4445 -0.5685 2.4307
19 S -2.1244 1.9208 -2.3964
20 C -0.7384 1.4037 -3.2712
21 N -0.8597 1.3798 -4.5703
22 N 0.1916 1.1492 -5.4314
23 C 1.2305 2.0029 -5.7060
24 C 1.4987 3.1491 -4.9476
25 C 2.5309 3.9941 -5.3037
26 C 3.3422 3.7115 -6.3931
27 C 3.1046 2.5625 -7.1321
28 C 2.0589 1.7240 -6.8052
29 N 0.4276 1.0789 -2.6686
30 N 0.4532 0.3454 -1.6132
31 C 1.7153 -0.0680 -1.2170
32 C 1.7985 -0.9752 -0.1524
33 C 3.0261 -1.4838 0.2190
34 C 4.1878 -1.0893 -0.4338
35 C 4.1139 -0.1831 -1.4800
36 C 2.8912 0.3147 -1.8795
37 H -0.1240 0.6109 -6.2302
38 H 0.8658 3.3747 -4.1029
39 H 2.7093 4.8919 -4.7274
40 H 4.1414 4.3855 -6.6661
41 H 3.7454 2.3265 -7.9718
42 H 1.8668 0.8423 -7.4024
43 H 0.8854 -1.2614 0.3681
44 H 3.0861 -2.1931 1.0332
45 H 5.1461 -1.4783 -0.1191
46 H 5.0164 0.1414 -1.9779
47 H 2.8078 1.0164 -2.6956
48 F 1.7614 1.8128 1.3290
49 B 0.7202 2.2414 0.5690
50 F 1.0877 3.4592 0.1197
51 C 1.2347 -1.7585 3.3890
52 N 0.0608 -0.9023 3.3128
53 C 0.3765 0.3511 3.9919
54 N 0.7501 0.1308 5.3916
55 C 1.9077 -0.7504 5.4202
56 N 1.6419 -2.0323 4.7709
57 C 0.5058 -2.6520 5.4480
58 N -0.6881 -1.8172 5.4255
59 C -1.0355 -1.5445 4.0281
60 C -0.3572 -0.5432 6.0588
61 H 2.0568 -1.2537 2.8765
62 H 1.0200 -2.7140 2.8963
63 H -0.4973 1.0033 3.9464
64 H 1.2165 0.8261 3.4828
65 H 2.1829 -0.9381 6.4646
66 H 2.7396 -0.2597 4.9067
67 H 0.7738 -2.8448 6.4928
68 H 0.2886 -3.5987 4.9447
69 H -1.9112 -0.8936 4.0045
70 H -1.2766 -2.4936 3.5378
71 H -0.0870 -0.7295 7.1061
72 H -1.2304 0.1120 6.0168

Properties
E_LUMO = 1.13 eV
frontier orbital gap = 5.8 eV
ΔE to the lowest compared entry with this formula, charge and spin = 189.8 kJ/mol
charge = -1
maximum force = 3.91 eV/A
highest occupied orbital energy = -4.68 eV